43
Properties=species:S:1:pos:R:3:forces:R:3:lowdin_spin:R:1 method="wB97M-V/def2-TZVPD" homo_energy_ev="-6.511 / -6.507" orbital_gap_ev="8.67 / 5.65" total_charge=-1 multiplicity=2 lumo_energy_ha="0.079 / -0.032" s2=0.753
S -0.5652 0.5400 3.4021 0.11 0.65 -0.78 0.822
O -0.3526 3.6337 0.0005 0.09 0.70 -3.39 0.001
O 2.5652 1.3571 -2.4670 0.68 -0.49 0.37 0.000
O 0.3746 1.3990 -1.1674 0.31 2.18 0.06 0.002
O 0.2992 1.1477 -3.8501 -1.58 -0.05 -0.02 0.000
O -2.2123 2.1816 -1.3051 0.38 -0.18 -0.23 0.001
O -3.1962 0.0060 -0.1054 -1.77 -1.96 -0.04 0.001
O -0.6310 -3.6080 0.5159 -2.16 -0.60 1.56 0.000
O -1.0601 -2.5547 2.9652 0.10 1.49 0.62 0.013
O 1.7752 -2.7517 -0.3121 0.34 1.60 0.04 0.000
O -2.8008 -3.0280 -0.9993 0.80 -2.41 0.11 0.000
N 1.6852 -0.3903 1.1970 -0.38 0.06 1.60 0.006
C 2.6343 0.6844 0.9003 1.05 1.23 0.23 0.000
C 0.1532 0.1501 -0.7343 0.35 -0.98 0.65 0.000
C 0.2856 -0.0774 0.8117 -0.40 -2.14 -0.03 0.002
C -0.3098 1.0433 1.6521 -0.77 1.16 0.07 0.094
H 0.8563 -0.5393 -1.2661 -0.42 -0.04 0.45 0.000
H -2.6352 -0.0568 0.6319 0.98 -0.52 1.62 0.000
H -1.8838 2.8703 -0.7039 -0.18 0.22 -0.09 0.000
H -0.8514 -0.1248 -1.0027 -0.62 -0.81 -0.05 0.000
H 1.6897 -0.5722 2.2485 0.08 0.21 -1.78 0.005
H 0.1992 -3.2855 0.2553 2.35 0.53 -1.12 0.000
H 1.7242 1.5029 -1.9255 0.16 -0.12 -0.12 0.000
H 1.5078 -2.2257 -1.0920 0.12 -0.77 0.18 0.000
H 0.3511 1.9671 1.6875 -0.55 -1.24 0.05 0.022
H 0.0081 1.3009 -2.9134 0.70 -0.15 -1.03 0.000
H -0.5628 -1.6897 3.1015 -0.77 -1.30 -0.08 0.006
H 1.9232 -1.9693 0.3156 -0.06 -0.86 -0.36 0.000
H -0.3137 -1.0661 1.0525 1.03 1.90 -0.59 0.000
H -2.0100 -3.2596 -0.4401 -0.65 0.24 -0.57 0.000
H 2.4144 1.1853 -0.0726 0.07 -0.59 0.86 0.000
H 2.6470 1.5181 1.6905 -0.02 -1.04 -0.94 0.000
H -0.7268 -3.2389 1.4237 -0.24 -0.51 -0.52 0.000
H 1.2452 1.2547 -3.8175 0.57 0.10 0.22 0.000
H 3.6829 0.2810 0.8284 -1.01 0.29 0.18 0.000
H 0.0847 2.8248 -0.3941 -0.16 0.04 -0.20 0.000
H -2.9473 -2.1243 -0.8658 -0.39 2.30 0.29 0.000
H 2.7776 0.4239 -2.2852 -0.02 0.58 -0.22 0.000
H -1.9946 -2.2780 3.0165 0.50 -0.28 -0.07 0.003
H -2.9064 0.8046 -0.4937 0.48 2.16 -1.51 0.000
H -1.3037 1.4392 1.2229 1.34 -0.63 0.73 0.019
H -0.2913 3.4923 0.8891 0.15 -0.18 3.67 0.000
H -1.3293 1.8325 -1.5955 -0.60 0.22 0.18 0.000

77
Properties=species:S:1:pos:R:3:forces:R:3:lowdin_spin:R:1 method="wB97M-V/def2-TZVPD" homo_energy_ev="-2.933 / -5.002" orbital_gap_ev="5.02 / 7.08" total_charge=-1 multiplicity=2 lumo_energy_ha="0.077 / 0.076" s2=0.772
Hg -1.8921 -0.6227 0.0666 0.07 -0.15 -0.05 0.005
Br 2.8929 4.2718 -2.9543 0.01 0.03 0.01 0.000
Br -2.4102 4.3342 -4.8868 0.00 0.01 -0.01 0.003
Br 3.5350 -0.6262 -4.2680 0.04 0.01 0.00 0.005
Cl -5.2360 3.1598 1.8976 0.00 0.00 0.01 0.000
Cl -2.8021 2.2752 6.6200 0.01 0.00 -0.01 0.000
O -0.5874 2.4118 0.5267 -0.01 0.03 0.03 0.000
O -3.5184 0.9246 0.9374 -0.15 0.05 0.07 0.001
O -1.1530 -2.9524 0.6739 -0.16 -0.02 -0.04 -0.001
O -1.2296 -5.0385 -0.1525 -0.08 0.04 0.01 0.000
O 0.8947 0.4287 1.1946 -0.04 -0.04 0.04 0.002
N 4.4452 -0.5809 -0.7973 0.11 0.07 0.10 0.002
N -0.2406 -0.8635 -1.5612 0.02 0.03 0.04 0.138
N -1.7240 -0.4761 2.3959 0.00 0.02 0.06 0.001
N 3.0689 -1.0115 0.8972 0.01 0.01 -0.02 0.001
N -2.3417 0.8301 -1.8261 0.04 0.08 0.03 0.124
N -3.5646 -2.3093 -0.4670 0.05 -0.08 -0.04 0.000
C -3.3931 1.6396 -1.9212 -0.01 -0.07 -0.02 0.004
C -1.4663 3.4680 0.1607 0.04 -0.04 0.05 0.000
C -1.6382 -3.8814 -0.0443 0.09 0.10 -0.12 0.000
C 1.0703 3.2749 -1.0130 -0.01 -0.04 0.01 0.003
C -2.9947 1.8633 4.9313 -0.02 0.01 0.03 0.000
C 3.3912 -0.1528 -0.0428 -0.06 0.08 -0.06 0.001
C -2.2281 0.8158 4.3667 0.05 -0.02 0.04 0.000
C -2.4141 0.5149 3.0006 -0.07 0.01 -0.02 0.000
C -1.2749 2.0957 -3.5801 0.04 -0.03 -0.03 0.053
C 0.9970 0.2037 -3.3356 0.02 0.06 -0.01 0.045
C -3.3742 1.2252 2.1625 0.10 -0.04 -0.08 0.000
C 3.1116 2.0053 -1.2676 -0.03 -0.06 -0.10 0.002
C 1.4160 1.2632 0.2915 -0.08 0.01 0.00 0.000
C 3.9297 -2.0824 0.7367 -0.01 -0.04 0.03 0.001
C -1.2854 0.0379 5.0750 -0.02 0.00 -0.03 0.000
C 0.6167 2.3702 -0.0738 -0.02 -0.02 -0.04 0.001
C -3.8937 2.5527 4.1712 0.00 -0.01 -0.01 0.000
C -0.8706 -1.2041 3.0743 0.02 -0.03 -0.01 0.000
C 1.9510 -0.7538 -3.2176 -0.03 -0.11 0.14 0.051
C 5.8158 -3.9402 -0.0436 0.01 -0.01 0.00 0.000
C -1.2632 1.0166 -2.6477 -0.04 0.06 0.01 0.119
C -2.8421 -3.5002 -0.9465 0.01 0.04 0.13 0.000
C 4.8013 -1.8294 -0.3293 -0.02 -0.03 -0.06 0.001
C 1.8286 -1.8190 -2.3010 0.00 0.05 -0.10 0.122
C 2.6507 1.0756 -0.3222 0.07 -0.04 0.03 0.000
C 0.7170 -1.7896 -1.4857 -0.02 0.04 0.04 0.007
C -0.6182 -0.9681 4.4355 -0.01 0.00 0.01 0.000
C 5.7571 -2.7490 -0.7437 -0.01 0.01 0.02 0.000
C -4.0787 2.2391 2.8200 0.03 0.01 0.00 0.000
C -0.1659 0.1223 -2.5154 0.01 -0.02 -0.08 0.134
C 4.9511 -4.2051 1.0283 0.00 -0.01 0.01 0.000
C 2.3190 3.0689 -1.6014 -0.01 0.02 0.00 0.000
C 4.0005 -3.2871 1.4314 0.00 0.02 -0.02 0.000
C -3.4932 2.6805 -2.8244 0.02 0.01 -0.02 0.116
C -2.3773 2.8891 -3.6527 -0.05 0.00 0.05 0.040
H -4.4754 3.3509 4.6119 0.00 0.00 -0.01 0.000
H -2.4329 -3.2668 -1.9326 0.00 -0.01 0.01 0.000
H 1.5152 -0.3320 1.3088 0.11 0.01 0.05 0.000
H 6.4159 -2.5514 -1.5791 0.00 0.01 0.00 0.000
H 1.1354 1.0219 -4.0266 -0.02 -0.02 -0.01 0.002
H 6.5398 -4.6900 -0.3354 0.00 0.00 0.00 0.000
H -1.6116 3.4977 -0.9200 -0.03 -0.01 -0.04 0.000
H -0.4324 2.2838 -4.2283 0.00 0.02 0.02 0.002
H 4.7649 -0.1532 -1.6494 -0.06 -0.05 -0.04 0.000
H -2.4126 3.2454 0.6450 0.00 0.03 -0.02 0.000
H -1.1101 0.2440 6.1222 0.00 0.01 0.00 0.000
H -4.0479 -2.5023 0.4021 0.01 0.00 0.01 0.000
H 2.5678 -2.6003 -2.2111 0.01 0.01 0.00 0.008
H 4.0623 1.8715 -1.7649 0.01 0.00 0.02 0.000
H -1.0712 4.4266 0.5095 -0.02 0.01 -0.01 0.000
H 5.0234 -5.1562 1.5394 0.00 0.00 0.00 0.000
H -3.4816 -4.3791 -1.0461 0.00 0.01 0.02 0.000
H 0.1016 -1.5835 4.9574 0.00 0.00 0.00 0.000
H -4.3684 3.3096 -2.8660 0.00 0.00 -0.01 0.009
H -4.2484 -1.9816 -1.1379 0.02 -0.01 -0.01 0.000
H -4.1887 1.4513 -1.2102 0.01 0.02 0.00 -0.002
H -0.3873 -2.0038 2.5260 0.01 0.01 0.00 0.000
H 3.3147 -3.4931 2.2422 0.00 -0.01 0.00 0.000
H 0.5763 -2.5376 -0.7139 0.00 -0.02 0.02 -0.002
H 0.4615 4.1130 -1.3156 0.01 0.00 -0.01 0.000

27
Properties=species:S:1:pos:R:3:forces:R:3:nbo_charge:R:1 method="wB97M-V/def2-TZVPD" homo_energy_ev=-5.841 orbital_gap_ev=8.37 total_charge=-1 lumo_energy_ha=0.093
Cl 4.1573 -0.4543 0.4231 0.08 0.04 -0.01 2.548
S -3.3298 -0.4417 1.6453 -0.06 -0.08 0.14 -0.090
O 4.5719 -1.4485 -0.5371 -0.02 0.03 0.02 -0.871
O 5.1360 -0.3533 1.4804 -0.03 0.00 -0.03 -0.875
O 0.4962 1.4084 -0.4932 -0.23 0.07 0.08 -0.546
O 2.8791 -0.8414 0.9920 -0.10 0.00 0.12 -0.914
O -2.7684 1.1546 -0.4792 0.03 -0.09 -0.22 -0.529
O 4.0090 0.8262 -0.2306 0.01 0.00 0.01 -0.880
N 0.3075 -2.0682 0.0599 -0.33 -0.04 -0.10 -0.829
C 0.2937 -0.9726 -0.9107 -0.23 0.13 0.71 -0.240
C -0.4160 0.3202 -0.4149 0.60 -0.29 -0.28 0.032
C -1.6510 0.6718 -1.2317 0.12 0.29 0.18 -0.087
C 0.9130 1.9616 0.7417 0.12 0.10 -0.35 -0.246
C -3.6647 0.1857 -0.0499 0.06 0.21 0.15 -0.169
H -3.7410 -0.6419 -0.7469 0.10 -0.31 -0.07 0.181
H 0.9999 1.2113 1.5197 -0.05 -0.19 0.16 0.183
H 0.2433 2.7686 1.0395 -0.23 0.04 0.21 0.146
H -0.1873 -1.3364 -1.8135 0.07 -0.07 -0.33 0.159
H -1.3509 1.4908 -1.8724 -0.04 0.23 -0.22 0.210
H 0.9041 -1.8229 0.8425 0.17 0.00 -0.11 0.386
H -4.6371 0.6536 0.0133 -0.19 0.21 0.03 0.192
H 1.3194 -0.6951 -1.1033 0.25 -0.04 -0.26 0.245
H -1.9493 -0.1519 -1.8732 -0.31 -0.31 -0.01 0.156
H 1.9009 2.3745 0.5872 0.25 0.04 -0.06 0.209
H -3.1059 -1.7333 1.3759 0.07 0.02 -0.16 0.120
H -0.6993 0.1405 0.6139 -0.15 0.10 0.35 0.189
H -0.6306 -2.2064 0.4221 0.04 -0.06 0.05 0.321

15
Properties=species:S:1:pos:R:3:forces:R:3:nbo_charge:R:1 method="wB97M-V/def2-TZVPD" homo_energy_ev=-8.709 smiles=CSC[C@H](C)F orbital_gap_ev=9.67 total_charge=0 lumo_energy_ha=0.035
S 1.3635 0.6431 -0.3230 0.05 -0.04 -0.16 0.175
F -2.2294 -1.0589 -0.2153 -0.03 -0.97 -0.49 -0.380
C 0.0159 -0.4573 0.1489 -0.17 -0.23 0.64 -0.570
C 2.7828 -0.4459 0.0218 -1.08 -0.17 0.05 -0.728
C -1.3325 -0.0209 -0.4724 0.95 -0.50 -1.04 0.210
C -2.0703 1.1271 0.1439 2.54 0.34 1.10 -0.640
H 3.5937 0.1567 -0.3819 0.41 -0.47 0.38 0.234
H 2.6405 -1.3931 -0.5192 0.30 0.40 -0.07 0.213
H -2.2942 0.7521 1.1286 -0.59 0.05 0.44 0.219
H -1.4492 2.0172 0.3304 -0.28 -0.10 -0.57 0.218
H -2.9217 1.2902 -0.4350 -1.46 0.66 -0.65 0.223
H 0.2622 -1.4917 -0.1760 -0.29 0.65 -0.02 0.227
H 2.8309 -0.7007 1.0953 0.36 0.47 -0.46 0.216
H -0.0076 -0.4722 1.2631 -0.40 -0.03 -0.68 0.213
H -1.1846 0.0544 -1.6094 -0.32 -0.06 1.55 0.170

61
Properties=species:S:1:pos:R:3:forces:R:3:lowdin_spin:R:1 method="wB97M-V/def2-TZVPD" homo_energy_ev="-8.019 / -7.931" orbital_gap_ev="5.73 / 5.64" total_charge=0 multiplicity=2 lumo_energy_ha="-0.084 / -0.084" s2=0.757
Se 2.5781 -1.1772 2.4408 -0.03 -0.07 -0.06 -0.001
Cr -0.2126 -0.1064 -0.3301 0.38 -0.15 0.22 0.981
S 3.9197 2.5811 -0.4707 -0.06 -0.08 0.03 0.000
O 0.3017 1.6876 -0.0294 -0.13 0.06 -0.31 -0.010
O -1.6571 0.1867 0.9617 -0.08 -0.01 -0.03 0.008
O 2.8578 -1.6364 -3.2837 -0.05 0.02 0.11 0.000
O 0.8037 -0.7711 -1.6839 -0.25 -0.04 0.14 0.028
O 4.8796 -0.8552 -2.5494 -0.03 0.04 -0.05 0.000
O 4.2773 3.9277 -0.9409 0.02 0.05 -0.02 0.000
N -0.4759 -2.1626 0.4131 -0.05 -0.04 -0.16 -0.004
N 2.1026 -2.8394 2.8416 0.01 0.15 0.02 0.004
N 2.3481 2.1788 -0.9517 -0.03 0.04 0.01 -0.002
N -2.9346 0.4130 -0.9321 -0.19 0.02 0.08 0.003
N 1.2860 -0.9680 1.2450 0.02 0.12 0.05 0.000
N -1.7247 0.1243 -1.5490 0.00 0.06 0.02 -0.006
C -0.7075 -0.4173 -5.0040 -0.05 0.02 0.02 0.000
C -5.2428 0.7841 0.6524 -0.01 0.02 -0.01 0.000
C -2.7825 0.4242 0.3638 0.13 0.01 -0.14 0.003
C -6.3355 1.0595 1.4577 0.00 0.00 0.00 0.000
C -0.5818 -0.3620 -3.6085 0.05 -0.03 -0.04 -0.001
C 0.6029 -2.0897 1.2394 0.12 0.00 0.09 0.005
C 3.5098 -0.8129 -2.3111 0.00 -0.01 -0.08 0.000
C -3.7975 0.9301 2.5713 0.00 -0.02 0.01 0.000
C 0.6246 -0.7509 -3.0015 0.09 0.02 -0.09 0.004
C 1.5374 2.0663 0.0513 0.09 -0.17 0.12 0.000
C -3.9670 0.7175 1.2073 -0.02 0.01 0.02 -0.001
C 1.5376 -1.2205 -5.1912 0.01 0.01 -0.02 -0.001
C 1.6858 -1.1818 -3.8205 0.03 0.00 -0.05 -0.002
C 4.2194 3.0157 2.3674 0.01 -0.01 0.02 0.000
C -6.1630 1.2745 2.8194 0.01 0.00 0.00 0.000
C -4.8929 1.2108 3.3743 0.00 0.00 0.00 0.000
C 1.4994 2.3049 2.6307 0.00 0.02 0.00 0.000
C 3.4452 2.7020 1.2671 0.04 0.02 0.01 0.000
C 2.2657 2.6195 3.7472 -0.03 -0.01 0.01 0.000
C 1.0390 -3.1295 2.1157 0.00 0.07 -0.08 0.001
C -0.7898 -4.3889 1.2660 0.01 -0.06 0.05 -0.001
C 3.6064 2.9770 3.6160 0.03 0.00 -0.01 0.000
C -1.1430 -3.2737 0.4345 -0.05 0.02 -0.03 0.000
C 0.2791 -4.3383 2.1001 -0.03 -0.07 -0.01 0.001
C -1.7357 0.0161 -2.8278 0.04 0.04 0.11 -0.007
C 2.1153 2.3634 1.3909 -0.06 -0.04 -0.02 0.000
C 0.3385 -0.8399 -5.7900 0.01 0.00 -0.02 -0.002
H 2.3799 -1.5528 -5.7841 0.00 0.00 0.01 0.000
H -1.4084 -5.2731 1.2058 0.02 -0.01 0.03 0.000
H -1.6478 -0.1200 -5.4528 0.01 0.00 0.00 0.000
H 5.2608 3.2932 2.2635 -0.01 0.00 0.00 0.000
H 0.4536 2.0317 2.7066 0.00 0.00 0.01 0.000
H -2.8013 0.8772 2.9890 -0.01 0.00 -0.01 0.000
H 3.2584 -1.1880 -1.3158 0.02 -0.04 0.01 0.000
H -7.0179 1.4933 3.4468 0.00 0.00 -0.01 0.000
H -7.3253 1.1100 1.0225 0.01 0.00 0.00 0.000
H 3.1841 0.2205 -2.4119 0.01 0.03 0.03 0.000
H 5.1578 -1.7770 -2.5469 0.01 -0.02 0.04 0.000
H -5.3617 0.6234 -0.4101 0.01 0.00 0.00 0.000
H -2.0097 -3.3444 -0.2126 0.01 0.03 -0.01 0.000
H 0.2378 -0.8739 -6.8662 0.00 0.00 0.01 0.000
H -2.6792 0.1928 -3.3356 -0.02 0.00 0.01 -0.001
H 1.8175 2.5973 4.7326 0.00 0.00 -0.01 0.000
H -4.7550 1.3829 4.4341 0.00 0.00 -0.01 0.000
H 4.1773 3.2304 4.5003 0.00 0.00 0.00 0.000
H 0.5621 -5.1664 2.7358 -0.02 0.00 -0.01 0.000

Computed relative energy (zero: lowest compared OMol25 entry of this formula, charge and spin), in the same sequence as the records: 0.0 0.0 0.0 14.6 20.8 kcal/mol.